Molecular formula: C27H64O27S5
Method: DFT, ωB97M-V/def2-TZVPD

Last column: Mulliken charge in e.
CARTESIAN COORDINATES (ANGSTROEM)
C  -6.46  25.27  -2.01  -1.08
C  -7.08  24.47  -0.92  -0.21
O  -8.48  24.33  -1.28  -0.27
S  -9.51  25.41  -0.54  1.15
C  -9.43  24.79  1.24  -1.04
O  -8.94  26.76  -0.49  -0.61
O  -10.87  25.25  -1.02  -0.55
H  -5.40  25.43  -1.79  0.36
H  -6.91  26.26  -2.07  0.31
H  -6.48  24.79  -2.99  0.28
H  -6.68  23.46  -0.98  0.32
H  -6.88  24.89  0.06  0.25
H  -8.45  24.75  1.72  0.33
H  -9.65  23.72  1.27  0.38
H  -9.97  25.41  1.96  0.40
C  -15.65  24.01  -6.89  -1.23
C  -15.15  22.60  -6.57  -0.07
O  -16.26  21.72  -6.66  -0.28
S  -16.00  20.09  -6.35  1.08
C  -14.62  19.60  -7.54  -0.85
O  -15.56  19.99  -4.96  -0.56
O  -17.27  19.40  -6.76  -0.59
H  -15.96  24.22  -7.91  0.32
H  -14.81  24.65  -6.61  0.38
H  -16.45  24.27  -6.21  0.30
H  -14.38  22.26  -7.27  0.23
H  -14.63  22.61  -5.61  0.30
H  -13.80  20.29  -7.36  0.31
H  -14.98  19.61  -8.57  0.31
H  -14.29  18.60  -7.26  0.35
C  -13.78  32.11  5.80  -1.26
C  -13.24  30.90  6.47  -0.06
O  -12.07  30.50  5.75  -0.29
S  -11.52  28.92  5.90  1.08
C  -10.56  29.03  7.51  -0.86
O  -12.65  28.06  6.13  -0.56
O  -10.53  28.64  4.81  -0.58
H  -14.68  32.53  6.26  0.36
H  -13.94  32.03  4.72  0.31
H  -12.91  32.76  5.88  0.31
H  -13.16  31.01  7.55  0.32
H  -14.06  30.19  6.35  0.28
H  -9.56  29.33  7.21  0.33
H  -10.51  27.99  7.84  0.32
H  -11.08  29.71  8.19  0.30
C  -13.25  18.00  6.22  -1.25
C  -12.56  18.84  7.29  -0.07
O  -11.64  19.63  6.58  -0.27
S  -10.87  20.85  7.33  1.17
C  -9.53  19.91  8.28  -0.99
O  -10.22  21.73  6.38  -0.57
O  -11.79  21.36  8.35  -0.63
H  -12.56  17.51  5.53  0.32
H  -13.98  18.51  5.60  0.29
H  -13.83  17.19  6.66  0.39
H  -13.28  19.47  7.81  0.30
H  -11.90  18.25  7.92  0.29
H  -8.62  20.51  8.25  0.35
H  -9.44  18.90  7.89  0.32
H  -9.85  19.70  9.30  0.35
C  -18.56  26.71  -1.96  -1.27
C  -18.30  27.51  -0.69  -0.14
O  -17.86  26.70  0.40  -0.19
S  -17.07  27.51  1.65  1.09
C  -15.36  27.54  0.84  -0.92
O  -17.67  28.84  1.73  -0.61
O  -16.95  26.58  2.79  -0.55
H  -17.78  26.01  -2.27  0.30
H  -18.85  27.37  -2.77  0.37
H  -19.48  26.14  -1.79  0.32
H  -17.45  28.13  -0.95  0.31
H  -19.17  28.11  -0.41  0.28
H  -14.99  26.62  0.38  0.29
H  -14.69  27.72  1.68  0.36
H  -15.38  28.43  0.22  0.37
C  -10.86  20.02  -3.62  -0.69
O  -11.05  18.73  -4.11  -0.28
C  -11.30  17.70  -3.26  0.79
O  -11.38  17.75  -2.02  -0.57
O  -11.29  16.63  -4.00  -0.30
C  -11.64  15.35  -3.49  -0.69
H  -9.80  20.27  -3.56  0.28
H  -11.33  20.21  -2.66  0.35
H  -11.18  20.78  -4.33  0.22
H  -10.76  14.90  -3.03  0.30
H  -11.78  14.63  -4.29  0.27
H  -12.59  15.28  -2.97  0.31
C  -14.67  23.05  4.24  -0.61
O  -15.50  22.62  3.06  -0.29
C  -14.86  22.55  1.79  0.77
O  -13.73  22.94  1.57  -0.58
O  -15.75  22.17  0.94  -0.26
C  -15.62  22.38  -0.47  -0.61
H  -14.50  24.12  4.11  0.28
H  -13.80  22.40  4.31  0.30
H  -15.23  22.89  5.16  0.21
H  -15.66  23.44  -0.68  0.22
H  -16.36  21.88  -1.09  0.25
H  -14.64  22.05  -0.81  0.31
C  -20.69  19.72  -0.95  -0.58
O  -20.76  20.12  0.37  -0.31
C  -20.75  21.41  0.67  0.76
O  -20.62  22.30  -0.15  -0.55
O  -20.67  21.53  2.08  -0.32
C  -20.16  22.71  2.61  -0.50
H  -21.50  20.16  -1.54  0.29
H  -20.82  18.65  -1.10  0.24
H  -19.74  19.98  -1.42  0.24
H  -20.81  23.55  2.34  0.27
H  -19.13  22.88  2.29  0.21
H  -20.04  22.67  3.70  0.25
C  -15.21  25.64  10.49  -0.65
O  -15.67  26.80  11.17  -0.31
C  -14.90  27.83  11.33  0.85
O  -13.75  27.99  10.89  -0.61
O  -15.62  28.67  12.02  -0.30
C  -14.91  29.67  12.78  -0.65
H  -14.86  25.76  9.46  0.28
H  -16.01  24.90  10.52  0.26
H  -14.52  25.11  11.14  0.31
H  -15.69  30.03  13.44  0.24
H  -14.48  30.50  12.22  0.27
H  -14.11  29.26  13.41  0.32

Summary:
* HOMO level: -0.3782 Ha
* orbital gap: 10.6 eV
* energy relative to the best compared isomer or geometry (same formula, charge and spin): 4.996 eV
* multiplicity: 1
* DFT total energy: -5089.32641 Ha
* SMILES: CCOS(C)(=O)=O.CCOS(C)(=O)=O.CCOS(C)(=O)=O.CCOS(C)(=O)=O.CCOS(C)(=O)=O.COC(=O)OC.COC(=O)OC.COC(=O)OC.COC(=O)OC